Entry 1:
{
  "formula": "C26H21BCl3N11O2STa",
  "method": "ωB97M-V/def2-TZVPD",
  "species": ["Ta", "N", "C", "S", "N", "N", "C", "C", "C", "C", "C", "C", "C", "O", "H", "H", "H", "H", "H", "H", "H", "C", "C", "N", "N", "C", "B", "N", "C", "C", "C", "N", "N", "C", "C", "C", "N", "N", "C", "C", "C", "N", "H", "H", "H", "H", "H", "H", "H", "H", "H", "H", "H", "H", "Cl", "C", "C", "C", "Cl", "C", "O", "C", "Cl", "C", "H", "H"],
  "xyz": [[0.23317, 0.41082, 0.76663], [2.13003, -0.24235, 4.85340], [1.73403, 0.20732, 3.65360], [0.06469, -0.00533, 3.21783], [2.60450, 0.77244, 2.87741], [2.08480, 1.20109, 1.66528], [2.87820, 2.09492, 1.12781], [2.60440, 2.96407, 0.03040], [3.57479, 3.88767, -0.40005], [3.25858, 4.82715, -1.35034], [1.95622, 4.87697, -1.86978], [0.98706, 3.98732, -1.45248], [1.32589, 3.02509, -0.51006], [0.43254, 2.11426, -0.10087], [1.46764, -0.63053, 5.50064], [3.06198, -0.03571, 5.17418], [3.81152, 2.23517, 1.66493], [4.56642, 3.85007, 0.03364], [4.00233, 5.53385, -1.68899], [1.70584, 5.62459, -2.61066], [-0.01826, 4.01236, -1.85259], [3.08682, -3.06055, 1.02615], [2.65143, -1.80056, 1.40467], [1.45140, -1.53213, 0.86818], [1.10596, -2.63289, 0.14000], [2.08588, -3.54516, 0.21584], [-0.08959, -2.59945, -0.83828], [-1.35240, -2.18040, -0.04536], [-2.50946, -2.83499, 0.05648], [-3.29858, -2.19875, 1.00430], [-2.53115, -1.13855, 1.44357], [-1.35105, -1.12137, 0.79486], [0.27174, -1.46162, -1.82764], [0.54220, -1.48465, -3.13241], [1.09177, -0.26492, -3.49858], [1.12243, 0.47276, -2.33713], [0.63248, -0.24956, -1.30518], [-0.34522, -3.92350, -1.48230], [-0.43229, -5.14278, -0.87055], [-1.05533, -5.99989, -1.73144], [-1.35053, -5.20817, -2.86243], [-0.94182, -3.96445, -2.70914], [4.00686, -3.54465, 1.30133], [3.15387, -1.08470, 2.02763], [2.01840, -4.47266, -0.32637], [-2.69936, -3.71554, -0.53662], [-4.28175, -2.48201, 1.33607], [-2.75598, -0.40825, 2.20263], [0.30544, -2.36394, -3.70724], [1.42054, 0.03619, -4.47754], [1.47636, 1.47758, -2.20157], [-0.06512, -5.30579, 0.12982], [-1.26575, -7.04419, -1.57976], [-1.83846, -5.50223, -3.77849], [-5.93025, 4.72430, -0.30922], [-4.63187, 3.76673, 0.16288], [-4.05588, 2.88783, -0.78752], [-3.00596, 2.11082, -0.41993], [-2.30168, 1.00991, -1.52854], [-2.46632, 2.16977, 0.92462], [-1.49655, 1.47264, 1.33789], [-3.10602, 3.07616, 1.86207], [-2.49069, 3.12959, 3.44226], [-4.15764, 3.85603, 1.48410], [-4.45931, 2.83497, -1.78895], [-4.62392, 4.53175, 2.18692]],
  "forces_ev_per_angstrom": [[0.5, -0.2, 0.4], [0.0, 0.0, 0.0], [0.0, 0.0, 0.1], [0.0, 0.0, -0.1], [0.1, 0.0, 0.0], [-0.1, 0.0, -0.1], [-0.1, 0.1, -0.1], [0.3, -0.1, 0.2], [0.1, 0.0, 0.0], [-0.1, 0.0, 0.0], [0.1, 0.0, 0.0], [-0.1, 0.0, -0.1], [-0.3, -0.1, 0.0], [0.1, -0.1, -0.1], [0.0, 0.0, 0.0], [0.0, 0.0, 0.0], [0.0, 0.0, 0.0], [0.0, 0.0, 0.0], [0.0, 0.0, 0.0], [0.0, 0.0, 0.0], [0.0, 0.0, 0.0], [0.0, 0.1, 0.0], [0.1, 0.0, 0.0], [-0.1, 0.2, -0.1], [0.0, 0.0, 0.0], [-0.1, 0.0, -0.1], [0.1, 0.0, 0.0], [0.0, 0.0, 0.0], [-0.1, 0.0, 0.0], [0.0, 0.0, 0.0], [0.0, 0.0, 0.0], [0.0, 0.2, -0.1], [0.1, 0.0, 0.0], [0.0, -0.1, 0.0], [0.0, 0.0, 0.0], [0.0, 0.0, 0.0], [-0.3, 0.0, 0.0], [0.0, 0.0, 0.0], [0.0, 0.0, 0.0], [0.0, 0.0, 0.0], [0.0, 0.0, 0.0], [0.0, -0.1, 0.1], [0.0, 0.0, 0.0], [0.0, 0.0, 0.0], [0.0, 0.0, 0.0], [0.0, 0.0, 0.0], [0.0, 0.0, 0.0], [0.0, 0.0, 0.0], [0.0, 0.0, 0.0], [0.0, 0.0, 0.0], [0.0, 0.0, 0.0], [0.0, 0.0, 0.0], [0.0, 0.0, 0.0], [0.0, 0.0, 0.0], [-0.1, 0.1, 0.0], [0.1, -0.1, 0.0], [-0.1, 0.1, 0.1], [0.2, -0.2, 0.2], [-0.1, 0.1, 0.1], [-0.1, 0.1, 0.0], [0.0, -0.1, -0.3], [0.0, -0.1, -0.1], [0.0, 0.0, 0.0], [0.0, 0.0, -0.1], [0.0, 0.0, 0.0], [0.0, 0.0, 0.0]],
  "largest_force_ev_per_a": 0.6,
  "charge": 2,
  "relative_energy_kcal_mol": 7.5,
  "energy_ha": -3616.54013,
  "spin_multiplicity": 2,
  "lumo_ev": [-6.731, -8.751],
  "s_squared": 0.771,
  "gap_ev": [7.1, 5.1],
  "e_homo_ev": [-13.8729, -13.8790]
}

Entry 2:
{
  "formula": "C6H15N",
  "method": "ωB97M-V/def2-TZVPD",
  "species": ["C", "C", "C", "C", "C", "N", "C", "H", "H", "H", "H", "H", "H", "H", "H", "H", "H", "H", "H", "H", "H", "H"],
  "xyz": [[3.01464, -1.00733, 0.49288], [2.17974, 0.25245, 0.16826], [0.76361, 0.20086, 0.74229], [-0.21104, -0.59664, -0.12790], [-1.05121, 0.27396, -1.03639], [-1.97540, 1.10878, -0.28062], [-3.23608, 0.45854, 0.05688], [2.36232, -1.80601, 0.83373], [3.76894, -0.81295, 1.26001], [3.52115, -1.35975, -0.40932], [2.69993, 1.13169, 0.55586], [2.19543, 0.37849, -0.92019], [0.85732, -0.19488, 1.75920], [0.38561, 1.22198, 0.83778], [-0.82477, -1.29136, 0.45679], [0.36068, -1.30627, -0.73511], [-1.58042, -0.35690, -1.77050], [-0.39031, 0.92689, -1.61722], [-2.12989, 1.98304, -0.76120], [-3.08802, -0.61880, 0.08600], [-3.57951, 0.73029, 1.05144], [-4.04272, 0.68391, -0.64267]],
  "forces_ev_per_angstrom": [[-0.1, 0.3, -0.3], [0.5, -0.1, 0.0], [0.2, 0.4, -0.1], [0.5, -0.9, 0.2], [-0.2, 0.0, -0.3], [0.0, 0.1, 0.0], [0.1, 0.0, 0.1], [0.0, -0.2, 0.1], [-0.1, -0.1, 0.0], [0.1, -0.1, 0.2], [0.0, 0.0, 0.0], [-0.4, 0.1, 0.1], [-0.2, 0.0, -0.1], [-0.1, -0.1, 0.1], [-0.3, 0.4, 0.2], [0.1, 0.1, -0.2], [0.1, 0.0, 0.0], [0.0, 0.0, 0.1], [-0.1, -0.1, 0.1], [0.0, -0.1, -0.1], [0.0, 0.2, 0.2], [-0.1, -0.1, -0.2]],
  "largest_force_ev_per_a": 1.0,
  "charge": 0,
  "relative_energy_kcal_mol": 18.9,
  "energy_ha": -292.33883,
  "smiles": "CCCCCNC",
  "lumo_ev": 1.183,
  "gap_ev": 9.9,
  "e_homo_ev": -8.6684
}

Entry 3:
{
  "formula": "C5H5NO",
  "method": "ωB97M-V/def2-TZVPD",
  "species": ["O", "C", "C", "C", "C", "C", "N", "H", "H", "H", "H", "H"],
  "xyz": [[-1.91312, -0.60797, 1.84243], [-1.14890, -0.78332, 0.92490], [-0.34817, 0.33540, 0.27019], [1.23679, 0.07412, 0.21288], [-0.62868, 0.45328, -1.23698], [0.61260, 0.08347, -1.54606], [1.74603, -0.31235, -1.27541], [-1.02096, -1.78618, 0.46228], [-0.56062, 1.25763, 0.82739], [1.54295, -0.80522, 0.77462], [1.77454, 0.97628, 0.50107], [-1.29248, 1.11486, -1.75730]],
  "forces_ev_per_angstrom": [[0.4, 0.0, -0.4], [-0.1, 0.1, 0.1], [0.0, 0.1, 0.1], [0.2, 0.0, 0.5], [-0.1, 0.1, -0.2], [0.3, -0.1, -0.1], [-0.7, 0.2, 0.0], [0.0, 0.1, 0.0], [0.1, -0.2, -0.2], [0.0, 0.1, 0.0], [0.0, -0.2, 0.0], [-0.1, -0.1, 0.0]],
  "largest_force_ev_per_a": 0.7,
  "charge": 0,
  "relative_energy_kcal_mol": 108.0,
  "energy_ha": -323.34755,
  "lumo_ev": -0.121,
  "gap_ev": 8.1,
  "e_homo_ev": -8.2432
}

Entry 4:
{
  "formula": "C16H30N6ORhS",
  "method": "ωB97M-V/def2-TZVPD",
  "species": ["Rh", "C", "C", "N", "C", "C", "N", "C", "C", "C", "N", "C", "C", "N", "C", "H", "H", "H", "H", "H", "H", "H", "H", "H", "H", "H", "H", "H", "H", "H", "H", "H", "H", "H", "H", "H", "H", "H", "H", "O", "N", "C", "S", "C", "C", "C", "N", "C", "C", "H", "H", "H", "H", "H", "H"],
  "xyz": [[0.73807, -0.05657, 0.95816], [3.50609, 1.12518, 0.63041], [3.67200, -0.06644, 1.57142], [2.50151, -0.96892, 1.54408], [2.26131, -1.67731, 2.82514], [1.23998, -0.91577, 3.66726], [0.05260, -0.73580, 2.82102], [-1.13221, -0.04734, 3.35175], [-2.23982, -0.08275, 2.29474], [-2.17232, 0.98991, 1.21111], [-0.99803, 0.92760, 0.30438], [-0.49558, 2.28189, -0.02564], [0.25430, 2.87176, 1.15836], [1.30590, 1.94250, 1.65891], [2.69609, 2.28002, 1.20731], [3.10941, 0.78544, -0.32889], [4.50311, 1.52362, 0.42014], [3.79607, 0.29496, 2.59646], [4.57611, -0.62576, 1.32374], [2.55234, -1.64752, 0.78147], [3.19181, -1.81822, 3.37806], [1.86621, -2.66817, 2.59551], [1.61494, 0.06517, 3.96791], [1.01111, -1.47561, 4.57953], [-0.25783, -1.66263, 2.53313], [-0.85660, 0.97862, 3.61075], [-1.47234, -0.53947, 4.26813], [-3.20010, 0.03623, 2.79982], [-2.26179, -1.07579, 1.83425], [-2.19008, 1.96779, 1.69605], [-3.08040, 0.93404, 0.60634], [-1.28156, 0.50591, -0.59815], [-1.31319, 2.95391, -0.30835], [0.16324, 2.17935, -0.88999], [-0.43766, 3.05435, 1.98155], [0.68200, 3.83921, 0.88715], [1.30811, 2.03784, 2.66756], [3.23856, 2.69190, 2.06249], [2.63933, 3.08264, 0.47088], [0.55572, -1.45125, -0.19078], [-1.89432, -2.12890, -6.95344], [-2.49931, -2.51584, -5.81785], [-3.56241, -3.76006, -5.73473], [-2.15104, -1.70089, -4.61741], [-2.00824, -0.32020, -4.69908], [-1.72972, 0.38787, -3.54190], [-1.56753, -0.18507, -2.35064], [-1.68009, -1.51471, -2.28629], [-1.98443, -2.30508, -3.37892], [-2.07231, -2.65496, -7.79313], [-1.12830, -1.47733, -6.94465], [-2.15232, 0.20587, -5.63322], [-1.64137, 1.46827, -3.57449], [-1.48200, -1.95810, -1.31868], [-2.09303, -3.37540, -3.27874]],
  "forces_ev_per_angstrom": [[-0.2, -0.1, -0.3], [0.2, -0.1, 0.0], [0.0, 0.1, 0.0], [0.0, -0.1, 0.1], [0.0, 0.0, 0.0], [0.0, -0.1, 0.1], [-0.1, 0.0, 0.1], [0.0, 0.0, 0.0], [0.0, 0.0, 0.0], [0.0, 0.0, 0.0], [0.0, 0.2, 0.0], [0.0, 0.0, 0.0], [0.0, 0.0, 0.0], [0.1, 0.3, 0.1], [-0.1, 0.1, 0.0], [-0.1, 0.0, 0.0], [0.0, 0.0, 0.0], [0.0, 0.0, 0.0], [0.0, 0.0, 0.0], [0.1, 0.0, 0.0], [0.0, 0.0, 0.0], [0.0, 0.0, 0.0], [0.0, 0.0, 0.0], [0.0, 0.0, 0.0], [0.0, 0.0, 0.0], [0.0, 0.0, 0.0], [0.0, 0.0, 0.0], [0.0, 0.0, 0.0], [0.0, 0.0, 0.0], [0.0, 0.0, 0.0], [0.0, 0.0, 0.0], [0.1, -0.2, 0.0], [0.0, 0.0, 0.0], [0.0, 0.0, 0.0], [0.0, 0.0, 0.0], [0.0, 0.0, 0.0], [0.0, -0.1, 0.0], [0.0, 0.0, 0.0], [-0.1, -0.1, 0.0], [0.0, 0.0, 0.0], [0.0, 0.0, 0.0], [0.0, -0.1, 0.0], [0.0, 0.0, 0.0], [0.0, 0.0, 0.0], [0.0, 0.0, 0.0], [-0.1, 0.0, 0.0], [-0.1, 0.0, -0.1], [0.0, 0.0, 0.0], [0.0, 0.0, 0.0], [0.0, 0.0, 0.0], [0.0, 0.0, 0.0], [0.0, 0.0, 0.0], [0.0, 0.0, 0.0], [0.0, 0.0, 0.0], [0.0, 0.0, 0.0]],
  "largest_force_ev_per_a": 0.4,
  "charge": 1,
  "relative_energy_kcal_mol": 0.0,
  "energy_ha": -1539.93949,
  "lumo_ev": [-2.417, -2.480],
  "gap_ev": [7.8, 7.7],
  "e_homo_ev": [-10.2029, -10.2014]
}

Entry 5:
{
  "formula": "H20KrO10",
  "method": "ωB97M-V/def2-TZVPD",
  "species": ["Kr", "O", "H", "H", "O", "H", "H", "O", "H", "H", "O", "H", "H", "O", "H", "H", "O", "H", "H", "O", "H", "H", "O", "H", "H", "O", "H", "H", "O", "H", "H"],
  "xyz": [[-0.78896, 0.19401, 0.37538], [3.08013, 2.16090, 0.96332], [3.76371, 1.49110, 0.98136], [2.64112, 2.03318, 0.12237], [-2.96576, -1.23791, 3.08174], [-2.80058, -0.49233, 3.65886], [-2.63914, -1.99486, 3.56812], [1.92614, 1.58711, -1.78149], [2.74704, 1.99928, -2.05068], [2.08039, 0.64913, -1.89391], [0.85370, -2.03956, 3.14795], [0.73451, -1.13794, 3.44645], [1.28973, -1.95595, 2.29994], [-0.13214, -2.23231, -2.58751], [-1.05976, -2.07969, -2.40736], [-0.09166, -2.37524, -3.53311], [-2.68712, 3.14086, -0.63819], [-3.30418, 2.57137, -0.17869], [-2.24459, 2.56308, -1.25993], [2.08710, -2.08456, 0.60464], [2.82652, -2.55340, 0.99151], [1.46662, -2.77231, 0.36330], [-0.96616, 1.56797, -2.35953], [-0.75238, 1.16985, -3.20335], [-0.11817, 1.80625, -1.98487], [2.59171, -1.08401, -1.91163], [2.30538, -1.18076, -1.00340], [2.14626, -1.78989, -2.38018], [-3.84307, 1.66877, 1.67468], [-3.42540, 0.82503, 1.84755], [-4.72084, 1.58273, 2.04663]],
  "forces_ev_per_angstrom": [[0.0, -0.1, 0.2], [0.2, 0.2, 0.4], [0.2, -0.1, 0.1], [-0.4, -0.1, -0.4], [-0.2, 0.2, -0.3], [0.1, 0.2, 0.2], [0.2, -0.3, 0.0], [-0.3, 0.9, 0.4], [0.1, 0.2, -0.2], [0.2, -1.0, -0.3], [-0.2, -0.3, 0.5], [0.0, 0.2, 0.1], [0.1, 0.2, -0.4], [0.3, -0.1, 0.1], [-0.3, 0.1, 0.2], [0.0, -0.1, -0.3], [-0.1, 0.4, 0.0], [-0.2, -0.1, 0.4], [0.2, -0.2, -0.4], [-0.1, 0.2, 0.2], [0.4, -0.1, 0.0], [-0.4, -0.3, -0.2], [-0.5, -0.1, -0.2], [0.0, 0.0, -0.2], [0.6, 0.1, 0.1], [0.5, 0.5, -0.6], [0.0, -0.3, 0.6], [-0.3, 0.0, -0.1], [0.0, 0.2, 0.0], [0.2, -0.4, -0.1], [-0.3, 0.0, 0.1]],
  "largest_force_ev_per_a": 1.0,
  "charge": 0,
  "relative_energy_kcal_mol": 14.3,
  "energy_ha": -3518.00425,
  "lumo_ev": -0.070,
  "gap_ev": 9.9,
  "e_homo_ev": -9.9541
}

Entry 6:
{
  "formula": "C9H19BeInNO2",
  "method": "ωB97M-V/def2-TZVPD",
  "species": ["C", "C", "O", "C", "O", "C", "C", "C", "In", "C", "C", "C", "N", "H", "H", "H", "H", "H", "H", "H", "H", "H", "H", "H", "H", "H", "H", "H", "H", "H", "H", "H", "Be"],
  "xyz": [[-0.45228, -2.47820, 1.27054], [-0.85350, -2.65423, -0.18552], [-2.22543, -2.25735, -0.37677], [-2.41320, -1.28737, -1.28571], [-2.07475, -1.38172, -2.38900], [-3.14449, -0.05104, -0.82468], [-2.16395, 1.02685, -0.33004], [-1.90334, 0.98890, 1.14204], [0.37148, 1.35002, 1.21727], [1.50256, 0.45989, -0.49371], [2.95226, 0.88485, -0.53299], [3.57114, 1.51278, 0.67247], [3.54794, 0.65108, -1.60653], [-0.50159, -3.41180, 1.80538], [-1.08718, -1.74773, 1.75261], [0.56874, -2.12892, 1.38087], [-0.21592, -2.13391, -0.88950], [-0.76356, -3.70401, -0.42103], [-3.60617, 0.34838, -1.71525], [-3.92826, -0.27021, -0.11010], [-1.22177, 0.90407, -0.90449], [-2.51028, 2.02221, -0.56473], [-2.17423, 0.06865, 1.63614], [-2.36351, 1.82119, 1.64533], [0.90963, 0.78838, 2.79886], [0.56205, 3.12008, 1.03539], [1.51762, -0.62354, -0.51473], [1.08761, 0.84019, -1.43572], [3.14202, 2.48652, 0.90387], [4.62750, 1.64334, 0.48749], [3.42382, 0.88595, 1.54130], [4.51690, 0.97418, -1.54770], [1.30215, 1.35251, -3.16136]],
  "forces_ev_per_angstrom": [[0.2, 0.3, -0.2], [0.1, -0.8, 0.2], [0.3, 0.4, 1.1], [-1.8, 0.3, 2.8], [1.9, -0.3, -4.0], [-0.1, -0.2, 0.0], [0.6, 0.0, 0.5], [-1.3, 0.3, -0.2], [0.6, 0.4, 0.3], [0.8, 0.3, 1.3], [-1.6, -0.1, 0.9], [0.4, -0.2, -0.1], [1.0, 0.6, -1.7], [-0.3, -0.3, 0.3], [-0.2, 0.0, 0.2], [0.3, 0.1, -0.1], [0.0, 0.3, -0.1], [-0.1, -0.3, -0.3], [-0.2, 0.1, -0.3], [0.0, 0.0, 0.3], [0.0, 0.0, -0.4], [-0.1, 0.3, -0.3], [0.5, -0.4, 0.2], [0.2, 0.4, 0.4], [-0.3, -0.5, -0.4], [-0.4, -0.4, -0.4], [-0.3, -0.3, 0.1], [-0.9, 0.3, -0.5], [-0.3, 0.1, -0.2], [0.4, 0.1, 0.2], [0.0, -0.2, 0.3], [0.0, -0.1, -0.4], [0.7, -0.5, 0.7]],
  "largest_force_ev_per_a": 4.5,
  "charge": 1,
  "energy_ha": -763.83642,
  "lumo_ev": -8.318,
  "gap_ev": 3.3,
  "e_homo_ev": -11.6479
}